No. 1
19
Properties=species:S:1:pos:R:3:forces:R:3:nbo_charge:R:1 method="wB97M-V/def2-TZVPD" homo_ev=-7.8 smiles=CPP(#[PH2])P(N)[PH]#[PH2] relative_energy_kj_mol=0.00 multiplicity=1 gap_ev=8.185
C -2.28755 2.18002 1.61737 -1.4197 -0.3500 -0.4149 -0.95
P -1.08361 2.12321 0.27349 0.5150 0.8207 -1.1314 0.31
P -0.57561 0.00559 0.28707 0.2761 -0.9554 0.9109 -0.08
P -2.18994 -0.40729 -1.09158 -0.5985 -0.1903 -0.2282 0.03
P 1.07470 0.18178 -1.14802 1.1737 -1.0475 -1.3967 0.48
N 1.04135 -1.37742 -2.02361 -2.2399 0.9832 -1.6668 -1.22
P 2.54839 -0.31726 0.40225 0.9886 1.0989 0.8274 -0.06
P 3.05075 -2.35439 -0.16259 -0.5252 0.2307 -1.9549 0.02
H -3.25069 2.09877 1.02899 0.6540 -0.4017 1.2098 0.23
H -2.36772 3.16348 2.08360 0.4023 -0.1124 0.0764 0.25
H -2.08985 1.36421 2.33381 -0.6170 0.4999 -0.1223 0.24
H 0.03411 2.46121 0.99359 0.9492 0.3812 0.5164 -0.04
H -2.74625 -1.47958 -0.33887 0.0628 0.0797 -0.1472 0.00
H -2.87693 0.57112 -0.33720 -0.6387 -0.2982 -0.4069 -0.03
H 0.36130 -1.26090 -2.85989 1.8325 -0.5007 1.8154 0.40
H 1.82888 -2.01406 -2.24205 -0.6029 1.1269 0.3393 0.42
H 3.76187 0.36506 -0.01244 -0.6768 -0.3656 -0.2663 0.00
H 1.81223 -2.68169 0.38709 -0.0436 -0.7378 0.5447 0.01
H 3.95456 -2.62187 0.80900 0.5080 -0.2618 1.4955 0.00

No. 2
70
Properties=species:S:1:pos:R:3:forces:R:3:nbo_charge:R:1 method="wB97M-V/def2-TZVPD" homo_ev=-7.7 total_charge=-1 relative_energy_kj_mol=105.09 multiplicity=1 gap_ev=9.790
As -1.02108 0.40378 -0.18980 1.8956 1.9634 -0.0005 2.82
F 0.37644 -0.09328 -1.20301 -1.5872 0.1144 0.7159 -0.64
F -2.17023 -0.43261 -1.29810 1.7274 1.4194 1.3454 -0.64
F -2.43408 1.02934 0.70330 1.1667 -1.2270 -0.5672 -0.62
F 0.19535 1.18489 0.89281 -1.4993 -0.8529 -0.6116 -0.63
F -1.00408 2.00005 -1.09015 -0.4401 -2.1868 0.3781 -0.63
F -0.83778 -1.06793 0.75911 -0.5430 0.9415 -0.5460 -0.62
O 2.97221 1.69039 2.53118 0.3611 0.1982 0.2553 -0.96
H 2.30946 2.26399 2.14651 -0.2482 0.0975 -0.1944 0.48
H 2.53756 0.84132 2.61114 -0.1882 -0.4703 -0.1393 0.48
O -3.77966 -2.13684 -2.17441 -0.5449 -0.6667 -0.3602 -0.95
H -4.32466 -2.25205 -1.39600 -0.1242 -0.0178 0.1581 0.45
H -3.21012 -1.39762 -1.96135 -0.0764 -0.3452 -0.0226 0.48
O -2.91022 0.41288 -3.78597 -0.2908 0.1090 -0.5037 -0.94
H -2.08450 0.83341 -4.02594 0.1986 0.1034 0.0063 0.46
H -2.83336 0.25240 -2.84545 0.0688 0.1559 0.0594 0.48
O 2.19968 -0.51950 -3.18750 0.4698 -0.2343 -0.3622 -0.96
H 1.59954 -0.49778 -2.44211 -0.2203 0.0253 0.2401 0.49
H 1.94234 0.22978 -3.72471 -0.0509 0.1635 -0.0643 0.46
O -2.00546 3.68580 0.90101 -0.1494 0.8494 0.3901 -0.97
H -1.48160 3.72196 0.10070 0.1130 -0.1639 -0.1386 0.47
H -2.42268 2.82467 0.87604 0.0215 -0.1358 -0.0459 0.48
C -0.40804 -1.43886 4.44738 -0.5418 0.8357 -0.6147 -0.64
C -0.44445 0.12151 4.41372 -1.4267 0.7072 0.7752 0.10
C -1.84304 0.82117 4.07912 1.0140 -1.0344 -0.2881 -0.64
O -0.03756 0.61117 5.72955 0.0832 -0.2300 -0.7410 -0.74
H 0.60144 -1.81077 4.62270 0.0250 0.1528 -0.0957 0.22
H -0.78542 -1.84293 3.50801 0.2386 0.0378 -0.2948 0.21
H -1.06497 -1.88584 5.19354 -0.0227 0.4534 0.3466 0.20
H 0.26089 0.54460 3.69847 0.1038 -0.4049 -0.2410 0.17
H -2.65764 0.32256 4.60439 -0.0317 0.0770 0.0500 0.20
H -2.03722 0.80393 3.00669 -0.0005 -0.6093 -0.0441 0.22
H -1.87577 1.89618 4.25626 0.4663 -0.1076 0.6543 0.22
H 0.89135 0.81047 5.59164 0.1287 0.1267 0.4642 0.46
C 4.40882 -1.42599 1.24522 0.0931 -0.4274 -0.8010 -0.63
C 2.93989 -1.37884 0.70394 1.6895 -0.8698 -0.5484 0.10
C 2.66411 -2.52985 -0.25985 0.5362 0.6395 -0.3659 -0.63
O 2.08896 -1.51287 1.75549 -1.2756 0.3540 2.7359 -0.74
H 4.82796 -2.42801 1.15367 -0.3075 -0.3726 0.2106 0.19
H 4.58107 -1.11760 2.27639 -0.5217 0.2519 -0.0747 0.22
H 5.09026 -0.86492 0.60573 -0.2125 0.4366 -0.0169 0.21
H 2.79904 -0.42512 0.19533 -0.0956 0.1312 -0.1783 0.17
H 3.35351 -2.29224 -1.07000 -0.3802 -0.7063 -0.6814 0.22
H 1.61396 -2.56225 -0.55011 0.0262 0.5065 -0.4633 0.21
H 2.82456 -3.53130 0.13950 0.5834 0.1603 0.3582 0.20
H 1.17838 -1.47014 1.45448 -0.2321 0.0853 -0.1275 0.49
C -0.26435 4.98888 -3.24169 -1.3009 0.4809 -0.1431 -0.65
C 1.08309 5.63720 -3.60330 -0.7265 -0.7471 1.3539 0.09
C 0.96490 7.09310 -3.99002 0.7574 0.0320 -0.1425 -0.64
O 1.93553 5.47978 -2.44874 0.5878 -0.3309 -0.8616 -0.73
H -0.24217 4.05762 -2.67569 0.6933 -0.1391 -0.3254 0.24
H -0.91671 4.84531 -4.10304 0.3150 -0.3171 -0.4858 0.20
H -0.94357 5.59758 -2.64482 0.4278 0.6630 0.4309 0.20
H 1.45272 5.01664 -4.41962 0.7254 0.1466 0.1702 0.17
H 0.47024 7.21584 -4.95353 -0.8804 0.1539 0.4603 0.22
H 1.90976 7.59898 -4.18858 0.5326 -0.4960 0.1848 0.21
H 0.59014 7.60181 -3.10184 -0.8105 0.3638 -0.4564 0.20
H 1.78462 6.15938 -1.78770 -0.3278 0.1585 -0.1673 0.46
C -1.18293 -4.00257 0.30287 0.0773 -1.3035 -0.1679 -0.63
C -1.47443 -5.50532 0.16308 -0.8247 0.8487 0.1379 0.10
C -2.46587 -5.79840 -0.94593 -0.0941 0.6852 -0.3471 -0.63
O -0.31030 -6.25854 -0.04083 0.6254 -0.5841 -0.2713 -0.73
H -0.46690 -3.93495 1.12191 0.1579 0.5583 -0.0387 0.20
H -2.09108 -3.45390 0.55252 0.1577 0.0466 -0.0709 0.22
H -0.76847 -3.67349 -0.65003 0.0863 0.4130 0.1459 0.22
H -1.95936 -5.82044 1.08701 0.0615 -0.1507 0.3808 0.13
H -3.09914 -6.64726 -0.68806 0.0502 -0.0248 -0.3778 0.20
H -1.99208 -5.88746 -1.92352 0.2829 -0.5510 0.1304 0.22
H -3.06154 -4.90057 -1.11081 -0.4982 -0.0909 0.3197 0.22
H 0.46487 -5.80016 0.29175 -0.0740 0.1511 0.1302 0.47

No. 3
54
Properties=species:S:1:pos:R:3:forces:R:3:mulliken_spin:R:1 method="wB97M-V/def2-TZVPD" homo_ev="-9.5 / -12.3" total_charge=+1 multiplicity=7 gap_ev="6.218 / 8.608"
Ti 0.52917 3.24599 1.34944 0.2144 -0.6263 -0.0170 3.23
Ti -1.23194 0.91950 1.96209 0.9107 -0.4781 -0.4339 3.05
C -0.04112 0.02119 -1.86616 0.2642 -0.2030 -0.4792 0.00
C -0.23922 0.36371 -0.44084 0.3671 0.1926 0.3432 -0.08
O -0.26945 1.59219 -0.07832 -0.4202 0.0447 0.7465 -0.09
O -0.32936 -0.54474 0.42888 -0.6506 0.4200 0.5518 -0.12
H 1.02277 -0.20114 -2.01031 -0.0606 0.0397 0.0349 0.00
H -0.30346 0.84410 -2.52371 -0.0635 0.0316 0.0302 0.00
H -0.58333 -0.88509 -2.12785 -0.0694 0.0163 0.0334 0.00
C 1.13298 -3.54335 -0.46413 -0.2470 0.0761 0.1081 0.00
O -0.20872 -3.38622 -0.00637 0.1717 -0.1451 0.1027 0.00
H 1.17040 -3.60612 -1.55378 0.0185 0.0333 -0.0323 0.00
H 1.77430 -2.72181 -0.13013 -0.0019 0.0164 -0.0191 0.00
H 1.53337 -4.46829 -0.05405 -0.0318 -0.0370 0.0039 0.00
H -0.38358 -2.44879 0.12637 0.0889 0.0943 -0.1903 0.00
C -2.47219 2.78586 -3.98977 0.0258 -0.6147 -0.4340 0.00
O -2.36548 3.98852 -4.71754 -0.1386 0.1158 0.0924 0.00
H -2.08750 1.93367 -4.57163 0.2627 0.1272 0.1887 0.00
H -1.96916 2.84613 -3.02060 -0.0516 -0.0759 0.0684 0.00
H -3.52277 2.53375 -3.85072 -0.0640 0.4199 0.1639 0.00
H -1.43415 4.19776 -4.82603 -0.0228 0.0173 -0.0637 0.00
C 2.39796 0.80566 2.16278 0.1525 -0.1848 -0.1248 0.01
O 2.55441 2.23348 2.18860 -0.4392 0.0230 -0.1319 -0.01
H 1.67809 0.48100 2.91673 0.0245 0.0206 0.0188 -0.02
H 2.03314 0.53025 1.17673 -0.0448 0.0659 -0.0005 0.00
H 3.35598 0.30457 2.31189 -0.0139 0.0811 0.0690 0.01
H 3.06703 2.45276 2.97316 -0.0218 0.2265 -0.0003 0.00
C 4.29567 1.43277 -0.88945 -0.1297 -0.3092 0.7837 0.02
C 3.72246 1.92334 -2.17606 -0.2640 0.4729 -0.3902 0.00
O 4.20626 3.24806 -2.38284 -0.0130 -0.0448 -0.0004 0.00
H 5.38179 1.39369 -0.92626 0.0245 -0.0712 -0.0062 0.00
H 3.89403 0.44716 -0.62875 0.1932 -0.0577 -0.2092 0.00
H 4.00148 2.08546 -0.06372 0.1124 0.1647 -0.0958 0.00
H 2.62277 1.94811 -2.11557 0.0638 -0.1176 -0.0814 0.00
H 4.01008 1.27587 -3.00733 -0.0194 -0.0588 -0.0161 0.00
H 4.10788 3.48619 -3.30916 -0.0076 -0.0028 0.0151 0.00
C -0.05909 -0.56370 5.69347 0.4230 -0.1308 -0.2316 0.00
C 0.09030 -1.40618 4.44701 -0.3738 0.5931 0.2143 0.00
O -0.79303 -0.86036 3.41088 0.0649 0.3623 -0.7452 -0.04
H -1.08517 -0.54423 6.04671 -0.0586 0.0149 0.0541 0.00
H 0.30389 0.44918 5.51278 -0.1669 0.0678 0.0021 0.01
H 0.58815 -0.99232 6.46007 -0.1452 -0.0012 0.1005 0.00
H -0.21419 -2.43272 4.63011 0.0505 -0.0920 -0.0916 0.00
H 1.11908 -1.36048 4.09179 -0.0049 -0.1955 -0.1184 0.00
H -0.73211 -1.44403 2.63959 0.0291 -0.3278 0.1646 0.01
C -3.66462 -1.63285 -0.59526 0.5942 0.0353 0.3572 0.01
C -4.91294 -1.96986 -1.35721 -0.1787 -0.4150 0.0452 0.00
O -5.63144 -2.96822 -0.63075 0.0507 0.0789 -0.0880 0.00
H -3.09479 -0.84912 -1.10524 -0.0734 0.0446 0.0396 0.00
H -3.02192 -2.51145 -0.50193 -0.0145 0.0070 -0.0596 0.00
H -3.90473 -1.30779 0.42229 -0.0688 0.0837 -0.0922 0.00
H -4.63089 -2.34612 -2.34366 -0.1448 0.1186 -0.0728 0.00
H -5.54092 -1.08402 -1.46721 -0.0695 -0.0036 -0.1349 0.00
H -5.86617 -3.69092 -1.21900 -0.0328 0.0865 0.0282 0.00